Entry 1:
Here is C5H11N in the gas phase in a non-equilibrium geometry from OMol25. Energies are from ωB97M-V with the def2-TZVPD basis set.

Calculated values
**Energy relative to the best compared isomer or geometry (same formula, charge and spin)**: 28.6 kcal per mole
**M**: 85.1 g/mol
**LUMO level**: 0.04067 Eh
**Electronic energy**: -6852.2900 eV
**Largest force on an atom**: 1.71 eV Å⁻¹
**SMILES string**: C=CCCCN

Geometry as XYZ:
```
17
C5H11N (ωB97M-V with the def2-TZVPD basis set)
C -2.44 -0.54 -0.32
C -1.57 0.41 -0.01
C -0.44 0.82 -0.92
C 0.73 -0.18 -0.75
C 1.15 -0.54 0.66
N 1.60 0.67 1.39
H -2.85 -1.29 0.34
H -2.54 -0.81 -1.37
H -1.38 0.60 1.05
H -0.78 0.73 -1.95
H -0.07 1.82 -0.71
H 1.57 0.18 -1.35
H 0.34 -1.11 -1.18
H 2.01 -1.22 0.59
H 0.29 -0.91 1.20
H 1.90 0.37 2.32
H 2.49 0.99 1.01
```



Entry 2:
Here is a molecular structure, C20H26AsN4O2PtS3 from OMol25. Energies are from ωB97M-V with the def2-TZVPD basis set.

Calculated values
**Energy relative to the best compared isomer or geometry (same formula, charge and spin)**: 43.5 kcal per mole
**Net charge**: +1
**M**: 720.7 g/mol
**LUMO level (spin up / spin down)**: -0.16100 / -0.16110 Eh
**Electronic energy**: -127803.3988 eV
**Largest force on an atom**: 0.82 eV Å⁻¹

Geometry as XYZ:
```
57
C20H26AsN4O2PtS3 (ωB97M-V with the def2-TZVPD basis set)
Pt -0.70 -0.47 -0.60
O -0.44 0.85 4.82
C 0.06 1.97 4.27
C 0.42 3.00 5.15
C 0.94 4.18 4.67
C 1.11 4.38 3.30
C 0.76 3.37 2.43
C 0.23 2.15 2.89
C -0.12 1.13 1.88
O 0.04 1.41 0.64
N -0.59 -0.02 2.34
N -0.92 -0.98 1.41
C -1.34 -2.09 1.88
S -1.85 -3.39 0.82
C -1.74 -4.65 2.13
C -2.24 -4.01 3.41
S -1.42 -2.40 3.59
H -0.63 0.23 4.09
H 0.27 2.83 6.21
H 1.21 4.96 5.37
H 1.51 5.31 2.93
H 0.87 3.51 1.37
H -0.70 -4.96 2.22
H -2.35 -5.50 1.83
H -1.98 -4.61 4.28
H -3.31 -3.86 3.39
C -3.54 1.36 0.81
As -2.94 0.28 -0.68
C -3.29 1.38 -2.23
C -4.27 -1.12 -0.79
H -4.58 1.64 0.66
H -2.91 2.25 0.88
H -3.43 0.78 1.72
H -4.36 1.56 -2.30
H -2.95 0.87 -3.14
H -2.76 2.32 -2.14
H -5.25 -0.67 -0.96
H -4.28 -1.68 0.14
H -4.03 -1.79 -1.61
N 2.20 1.14 -1.04
C 2.29 -0.08 -1.53
S 1.43 -1.42 -0.82
N 3.08 -0.35 -2.56
C 3.99 0.54 -3.22
C 4.87 1.33 -2.49
C 5.74 2.17 -3.17
C 5.76 2.20 -4.56
C 4.89 1.39 -5.27
C 4.00 0.56 -4.61
H 1.47 1.34 -0.35
H 2.63 1.91 -1.53
H 3.01 -1.29 -2.93
H 4.89 1.28 -1.41
H 6.43 2.79 -2.61
H 6.45 2.84 -5.08
H 4.90 1.40 -6.36
H 3.31 -0.07 -5.16
```



Entry 3:
Here is C4H12NPS in the gas phase in a non-equilibrium geometry from OMol25. Energies are from ωB97M-V with the def2-TZVPD basis set.

Calculated values
**Energy relative to the best compared isomer or geometry (same formula, charge and spin)**: 39.4 kcal per mole
**M**: 137.2 g/mol
**LUMO level**: 0.03270 Eh
**Electronic energy**: -25955.3433 eV
**Largest force on an atom**: 3.89 eV Å⁻¹
**SMILES string**: CN(CS)P(C)C

Geometry as XYZ:
```
19
C4H12NPS (ωB97M-V with the def2-TZVPD basis set)
C 1.55 -1.11 -0.43
N 0.67 -0.23 0.30
C 1.23 0.78 1.02
S 2.36 1.88 0.06
P -0.65 0.08 -0.79
C -1.71 1.21 0.18
C -1.60 -1.48 -0.51
H 2.31 -0.47 -0.88
H 1.97 -2.04 0.07
H 1.15 -1.58 -1.36
H 0.61 1.41 1.54
H 1.81 0.31 1.86
H 1.43 2.69 -0.48
H -1.51 2.15 -0.21
H -2.63 0.75 -0.15
H -1.72 1.09 1.31
H -2.26 -1.70 -1.49
H -0.86 -2.26 -0.43
H -2.16 -1.49 0.39
```



Entry 4:
Here is 2 unconnected molecules or ions with the total composition BrH2N in a non-equilibrium geometry from OMol25. Energies are from ωB97M-V with the def2-TZVPD basis set.

Calculated values
**Energy relative to the best compared isomer or geometry (same formula, charge and spin)**: 108.1 kcal per mole
**M**: 95.9 g/mol
**LUMO level (spin up / spin down)**: -0.19749 / -0.19492 Eh
**Electronic energy**: -71559.2884 eV
**Largest force on an atom**: 3.64 eV Å⁻¹

Geometry as XYZ:
```
4
BrH2N (ωB97M-V with the def2-TZVPD basis set)
N -0.04 -0.62 0.01
Br 3.67 0.02 0.00
H -0.02 0.25 0.41
H 0.89 -0.64 -0.40
```



Entry 5:
Here is 2 unconnected molecules or ions with the total composition C4H5NO2 in a non-equilibrium geometry from OMol25. Energies are from ωB97M-V with the def2-TZVPD basis set.

Calculated values
**Energy relative to the best compared isomer or geometry (same formula, charge and spin)**: 44.7 kcal per mole
**M**: 99.1 g/mol
**LUMO level**: 0.01266 Eh
**Electronic energy**: -9812.3758 eV
**Largest force on an atom**: 1.61 eV Å⁻¹
**SMILES string**: C=CC=O.N=C=O

Geometry as XYZ:
```
12
C4H5NO2 (ωB97M-V with the def2-TZVPD basis set)
C -1.35 -0.53 -0.47
C -0.09 -0.59 -0.90
C 0.92 -1.29 -0.06
O 0.66 -1.83 0.98
H -2.14 0.02 -0.98
H -1.61 -1.02 0.46
H 0.26 -0.05 -1.77
H 1.96 -1.27 -0.45
N -0.81 1.79 0.90
C 0.35 1.55 0.56
O 1.45 1.34 0.27
H -0.52 2.55 1.51
```



Entry 6:
Here is C5H8O2 in the gas phase from OMol25. Energies are from ωB97M-V with the def2-TZVPD basis set.

Calculated values
**Energy relative to the best compared isomer or geometry (same formula, charge and spin)**: 52.9 kcal per mole
**M**: 100.1 g/mol
**LUMO level**: 0.03469 Eh
**Electronic energy**: -9407.5368 eV
**Largest force on an atom**: 0.40 eV Å⁻¹
**SMILES string**: O[C@H]1C[C@]2(CO2)C1

Geometry as XYZ:
```
15
C5H8O2 (ωB97M-V with the def2-TZVPD basis set)
O 1.77 -1.43 0.13
C 1.40 -0.11 0.44
C 0.06 -0.02 1.21
C -0.60 0.17 -0.15
C -1.98 0.26 -0.59
O -1.24 -0.96 -0.74
C 0.73 0.63 -0.74
H 1.01 -1.87 -0.27
H 2.28 0.36 0.89
H -0.24 -0.89 1.80
H 0.00 0.89 1.83
H -2.79 0.22 0.14
H -2.22 0.77 -1.52
H 0.97 0.28 -1.75
H 0.85 1.72 -0.68
```



Entry 7:
Here is a gas-phase ion, C24H25N2 (charge +1) in a non-equilibrium geometry from OMol25. Energies are from ωB97M-V with the def2-TZVPD basis set.

Calculated values
**Energy relative to the best compared isomer or geometry (same formula, charge and spin)**: 40.8 kcal per mole
**Net charge**: +1
**M**: 341.5 g/mol
**LUMO level**: -0.09815 Eh
**Electronic energy**: -28266.3687 eV
**Largest force on an atom**: 4.18 eV Å⁻¹
**SMILES string**: C=CC[NH2+]C1(c2ccc(N(C)C)cc2)c2ccccc2-c2ccccc21

Geometry as XYZ:
```
51
C24H25N2 (ωB97M-V with the def2-TZVPD basis set)
C -5.40 0.58 0.85
C -4.19 0.03 1.02
C -3.46 -0.76 -0.01
N -1.75 -0.20 0.18
C -0.45 -0.61 -0.30
C 0.59 0.34 0.31
C 0.23 1.68 0.51
C 1.10 2.61 1.07
C 2.43 2.24 1.38
N 3.32 3.18 1.81
C 2.92 4.45 2.37
C 4.74 2.92 1.85
C 2.79 0.88 1.19
C 1.88 -0.06 0.67
C -0.31 -2.10 0.01
C 0.04 -2.72 1.19
C -0.02 -4.13 1.24
C -0.37 -4.89 0.11
C -0.58 -4.25 -1.11
C -0.56 -2.85 -1.15
C -0.69 -1.92 -2.29
C -0.86 -2.16 -3.66
C -0.81 -1.08 -4.55
C -0.49 0.20 -4.07
C -0.30 0.44 -2.70
C -0.50 -0.61 -1.83
H -5.97 1.07 1.65
H -5.86 0.52 -0.15
H -3.61 0.22 1.95
H -3.32 -1.82 0.13
H -3.63 -0.45 -1.05
H -1.67 -0.16 1.20
H -1.91 0.76 -0.12
H -0.77 2.07 0.25
H 0.73 3.63 1.18
H 1.96 4.79 1.98
H 2.86 4.40 3.47
H 3.69 5.18 2.11
H 5.08 2.42 0.94
H 5.24 3.88 1.94
H 5.02 2.31 2.71
H 3.79 0.54 1.47
H 2.19 -1.11 0.54
H 0.42 -2.14 2.03
H 0.16 -4.63 2.19
H -0.47 -5.97 0.20
H -0.83 -4.81 -2.00
H -1.06 -3.17 -4.01
H -1.02 -1.22 -5.61
H -0.39 1.02 -4.76
H 0.05 1.41 -2.32
```



- Which of these has the highest M?
  C20H26AsN4O2PtS3